125
Properties=species:S:1:pos:R:3:forces:R:3:lowdin_charge:R:1 method="wB97M-V/def2-TZVPD" charge=-2 homo_energy_ev=-1.55 mol_weight_g_mol=1215.406 multiplicity=1 total_energy_ev=-164517.790 orbital_gap_ha=0.1810 relative_energy_kj_mol=51.2
N -1.1022 4.6587 -1.1361 -0.02 0.20 -0.13 0.007
C -0.5005 -3.9042 1.8343 -0.21 0.09 -0.09 -0.210
C -1.8254 3.1732 2.9251 -0.08 0.20 0.48 -0.678
H -0.8006 3.2810 1.1904 -0.07 -0.01 -0.01 0.077
C -2.8419 1.5685 4.0383 -0.04 0.16 0.20 -0.308
C -3.9664 0.0598 5.5108 -0.03 -0.11 -0.04 -0.099
H 2.6037 -4.3823 -5.2391 0.02 -0.01 0.00 0.085
C -3.1792 1.9098 -2.6831 0.33 0.12 -0.36 -0.751
H 5.4981 -1.4369 3.7956 0.05 -0.06 0.01 0.089
C -4.0498 3.5425 -4.2115 0.04 -0.01 0.03 -0.725
H -3.2437 -0.4688 3.5290 -0.03 0.04 0.07 0.102
H 3.5473 -0.1241 3.3472 0.02 -0.09 -0.06 0.070
C 5.9980 -1.3860 1.7086 0.02 -0.13 -0.03 -0.220
H -4.2299 -3.1906 1.6068 -0.03 0.04 -0.04 0.106
H 0.3040 -4.0851 2.5617 -0.02 -0.01 0.04 0.109
H 0.3960 -0.5171 -5.7262 0.01 0.04 0.00 0.086
H 3.5772 -1.0753 -1.7943 -0.03 0.07 0.06 0.090
C 2.7314 -3.6304 -4.4550 -0.06 0.07 0.04 -0.041
C 5.6963 1.1892 -0.4572 -0.03 0.03 0.02 -0.114
O 0.8193 -2.2225 -3.0939 -0.02 0.15 -0.15 -0.011
Si 4.2692 -0.7494 1.1106 -0.29 -0.25 0.15 0.533
C -4.0806 1.0592 6.4763 0.02 0.09 0.03 -0.117
C -3.5739 2.3287 6.2392 -0.03 -0.02 0.03 -0.116
H -0.6554 4.6496 2.1805 0.07 0.07 -0.04 0.081
C -2.8161 3.5403 -4.8575 0.04 0.03 -0.05 -0.718
H -1.0441 -5.6783 -0.5279 0.05 -0.06 -0.05 0.055
H 6.1230 1.4907 0.4959 -0.02 0.03 -0.01 0.102
C -1.9292 1.8604 -3.2824 -0.53 0.33 -0.37 -0.269
H 1.4596 4.7971 3.5296 -0.05 0.04 0.04 0.087
H 9.3190 -3.1153 2.8472 0.00 0.01 -0.01 0.083
H 5.8359 2.0035 -3.7381 -0.01 0.00 0.00 0.096
C 0.6988 -0.4333 -4.6825 0.02 -0.09 0.14 -0.060
H 2.9659 -0.7317 -5.9896 0.01 -0.01 -0.02 0.081
H 2.0236 -1.8842 -6.9484 0.01 -0.01 0.00 0.088
N 2.7489 1.4367 2.2307 -0.03 0.07 0.07 -0.184
N -1.2072 3.8508 1.9214 -0.10 -0.07 -0.04 0.107
C 3.8467 0.5049 2.5011 0.05 0.10 -0.10 -0.254
C 3.2245 2.6378 1.5354 -0.03 -0.10 -0.03 -0.195
H 8.9329 -2.6066 0.4535 -0.02 0.00 -0.02 0.088
C 0.6658 5.7606 -1.7838 -0.07 -0.09 0.05 -0.056
C -3.2336 -4.1105 -0.0359 0.19 0.07 -0.19 -0.474
H 1.9451 3.1165 5.1047 0.03 0.02 0.01 0.100
C 6.0741 1.8611 -1.6090 0.01 0.02 -0.01 -0.089
C 1.5292 6.9221 -2.1310 0.13 0.25 -0.08 -0.538
O 2.1413 2.3582 -1.9226 1.53 1.76 -0.37 -0.370
C -1.8016 2.7254 -4.3604 -0.26 -0.20 0.36 -0.726
S -2.1788 -3.8338 -1.5059 -0.05 -0.02 0.11 0.858
C 4.6834 0.3981 -2.8979 -0.03 -0.03 -0.06 -0.098
H 4.7512 1.0513 2.8370 0.01 -0.03 0.01 0.078
C -0.6572 5.8920 -1.4300 0.05 0.02 0.03 -0.011
H 1.1872 -4.8123 -0.1149 0.04 0.01 -0.03 0.115
O 2.7586 6.6549 -2.4811 -0.23 0.46 0.12 0.088
H -3.9592 -2.1149 0.2330 -0.05 -0.01 0.04 0.096
Cl -0.2367 2.8173 -5.1433 0.34 0.07 -0.20 0.645
H 3.7934 -3.5458 -4.2108 0.01 0.01 -0.02 0.091
C -3.3534 0.2988 4.2920 0.08 -0.07 -0.13 -0.009
Cl -5.7518 2.7626 -2.2551 0.00 -0.02 0.00 0.612
H -1.2694 6.7769 -1.3747 -0.01 -0.06 0.00 0.131
H -4.1979 -4.4468 -0.4238 -0.03 -0.07 0.08 0.054
C 0.9233 4.3644 -1.6865 0.05 0.27 -0.06 -0.151
N 2.1939 -2.3544 -4.8859 0.06 -0.03 0.03 -0.153
C 5.5616 1.4677 -2.8376 0.03 -0.03 -0.01 -0.099
H -3.6581 3.1083 6.9865 0.01 -0.02 -0.01 0.098
Cl -2.5876 4.5429 -6.2582 0.00 0.01 0.02 0.618
H 3.2082 4.8944 3.4443 -0.02 0.04 -0.02 0.101
N -2.3859 -2.2547 1.5431 -0.12 0.20 0.17 -0.084
H -2.7938 -4.9305 0.5327 -0.07 -0.02 0.02 0.054
O 1.0806 8.0556 -2.0697 -0.02 -0.09 0.00 0.041
C -3.4909 -2.8837 0.8535 0.12 -0.09 0.02 -0.295
O 3.1592 4.2803 -2.4472 -0.16 -0.45 0.18 0.034
Cl -5.3384 4.5503 -4.7804 0.00 0.00 0.00 0.618
H 1.3040 3.5787 1.4694 0.05 -0.01 -0.01 0.076
H 1.4681 0.3384 -4.6104 -0.01 0.06 -0.04 0.072
H 2.9328 5.6074 -2.4441 0.20 -0.03 -0.19 0.015
H 2.6936 -2.4019 1.9138 -0.03 0.02 -0.02 -0.063
C -1.6163 -3.0441 2.4894 0.05 -0.03 -0.11 -0.211
H 3.6371 -2.3157 -6.3733 0.03 0.01 0.03 0.083
H 0.9174 1.9475 3.1016 -0.13 0.02 0.04 0.101
C -0.7018 -4.8281 -1.1217 -0.13 0.20 -0.02 -0.473
C 4.7750 0.1395 -0.4880 -0.13 -0.07 0.01 -0.256
C 8.4000 -2.6345 2.5309 -0.01 0.00 -0.01 -0.133
Cl -3.4503 0.8689 -1.2957 -0.08 -0.18 0.34 0.590
C 1.2256 -1.7369 -4.1408 0.10 -0.18 -0.06 -0.504
C 7.4283 -2.2957 3.4637 0.05 -0.01 0.03 -0.121
C 2.4817 2.9817 4.1616 -0.07 -0.04 -0.08 -0.173
H -4.5632 0.8486 7.4228 0.00 -0.02 -0.02 0.091
H 2.1938 -3.9429 -3.5653 0.00 -0.02 0.02 0.077
H -1.1434 -2.3420 3.1837 -0.02 -0.05 0.03 0.101
C 2.3182 3.8339 1.7824 0.12 -0.02 0.09 -0.179
C 8.1778 -2.3511 1.1894 0.05 -0.02 0.03 -0.115
H -0.1559 -0.1232 -4.0846 -0.06 0.00 -0.21 0.010
N -0.0361 -3.2372 0.6394 0.33 0.15 0.24 -0.092
C 0.4365 -4.0681 -0.4366 -0.14 0.02 0.01 -0.302
C 2.3575 4.2311 3.2675 -0.01 -0.12 -0.06 -0.190
H -0.9056 -4.8838 1.5656 0.04 0.00 -0.04 0.089
N -2.1967 1.9491 2.8777 0.07 -0.18 -0.29 0.119
H -2.2972 -3.6758 3.0700 0.03 0.02 0.06 0.107
H 6.7565 2.7013 -1.5522 0.00 0.00 0.01 0.096
H 4.2938 0.0795 -3.8600 -0.05 0.00 0.02 0.085
C -4.2291 2.7280 -3.0963 -0.06 -0.01 0.08 -0.723
H -0.3561 -5.2109 -2.0833 0.03 -0.07 0.04 0.058
H -1.7205 -1.8916 0.8673 -0.13 -0.02 -0.11 0.089
H 3.1559 -2.7619 0.2197 -0.08 0.04 -0.01 -0.062
C 6.9971 -1.7385 0.7926 -0.07 0.09 0.04 -0.102
H 1.9150 0.8864 4.0637 0.02 -0.03 -0.06 0.111
H 2.6416 4.6650 1.1533 -0.02 0.01 -0.04 0.116
C 4.2818 -0.2476 -1.7344 0.01 -0.09 -0.01 -0.102
H -4.3632 -0.9269 5.7198 0.01 0.02 -0.01 0.095
N -0.1617 3.7210 -1.2831 0.00 -0.03 0.12 0.036
H 4.2391 2.9123 1.8850 0.02 -0.04 -0.03 0.119
H 3.2950 2.4327 0.4686 0.10 -0.03 -0.08 0.100
C 1.9492 1.7587 3.4109 0.03 0.17 0.02 -0.196
H 3.5320 2.7971 4.4061 0.00 0.02 0.04 0.104
C 2.1790 3.5926 -2.0393 0.25 0.00 -0.08 -0.588
H 0.6672 -2.5255 0.8579 0.17 -0.13 -0.11 0.059
Cs 0.3817 0.7552 -1.4795 -1.36 -2.27 1.01 1.026
S -2.2253 4.0392 4.4350 0.05 -0.12 -0.22 1.030
C 2.7228 -1.7871 -6.1113 -0.11 0.04 0.04 -0.064
H -2.0410 4.3859 -0.8992 -0.01 -0.09 0.03 0.153
C 6.2504 -1.6875 3.0519 -0.07 0.12 -0.04 -0.110
C 2.9510 -1.9605 0.9407 0.30 0.20 -0.08 -0.251
H 7.5937 -2.5111 4.5142 -0.02 0.01 0.00 0.086
H 6.8391 -1.5156 -0.2582 0.05 -0.04 0.00 0.094
H 0.9054 -3.4057 -1.1609 0.05 -0.05 0.00 0.080
C -2.9594 2.5700 5.0212 0.06 -0.04 -0.13 -0.491


117
Properties=species:S:1:pos:R:3:forces:R:3:lowdin_spin:R:1 method="wB97M-V/def2-TZVPD" charge=+1 homo_energy_ev="-9.23 / -9.24" mol_weight_g_mol=1216.160 multiplicity=2 s_squared=0.767 total_energy_ev=-274996.197 orbital_gap_ha="0.2436 / 0.2098" relative_energy_kj_mol=119.8
C -0.8309 2.4226 -2.9921 0.06 -0.10 0.03 0.011
H -7.3653 -2.4372 -2.4627 -0.01 0.00 -0.01 -0.002
C 4.2574 -4.8779 4.3090 0.15 -0.18 0.10 0.000
H 4.1164 5.8542 -0.4204 -0.03 0.00 0.01 0.000
H 0.6455 0.9432 -2.5978 0.19 0.06 -0.16 0.000
C -4.6193 2.0593 0.8078 0.41 0.32 -0.22 0.000
H -1.6811 -1.6726 -3.7857 0.02 0.01 -0.05 0.001
N 2.9547 -2.8118 4.1301 0.08 -0.09 0.16 0.000
H -4.5430 3.6339 3.8104 0.01 -0.05 0.05 0.000
H 2.1622 -0.0371 -4.4058 -0.01 0.07 0.06 0.000
H -4.2728 4.0961 1.4071 -0.10 0.06 -0.03 0.000
C -5.4350 -1.5835 -2.1728 0.04 0.00 -0.07 0.057
C -4.9070 3.2528 1.6974 0.05 -0.01 0.17 0.000
H 0.6336 1.5940 5.2396 -0.02 0.00 0.00 0.000
H 2.6958 2.1491 -3.2733 -0.08 -0.09 0.01 0.000
H 4.6252 6.3910 1.7907 0.02 0.03 -0.03 0.000
C 3.4027 -3.9317 3.6017 -0.18 0.35 0.02 0.000
C 1.4824 4.6491 1.4303 -0.11 -0.32 0.02 0.000
H -6.8051 -1.2822 -0.5539 0.00 0.01 -0.02 0.000
C 0.1142 1.3390 3.1778 -0.17 0.11 0.06 0.000
C -7.0877 -3.7357 -4.8388 0.09 0.02 0.05 0.013
C 0.9384 -2.7020 -1.4891 0.13 -0.09 0.12 0.001
C -3.1144 2.2413 2.9714 0.16 0.21 -0.30 0.000
H 2.7045 3.0186 -4.8329 -0.10 -0.07 -0.09 0.000
H -2.6727 4.9314 -4.3598 -0.02 -0.01 0.00 0.000
H 0.8832 -3.2306 -2.4302 -0.02 0.00 0.00 0.000
C -1.1971 2.4964 -1.6361 1.58 0.28 0.52 0.010
H 2.0213 -4.2273 -0.4591 0.02 0.00 0.01 0.000
C 0.7340 0.9632 4.3680 0.06 -0.32 0.09 0.000
H -5.2126 2.0372 3.4638 -0.01 0.00 -0.03 0.000
H -5.9490 3.5665 1.6329 0.02 0.00 -0.07 0.000
C -2.2855 4.2527 -3.6119 0.02 0.03 -0.10 0.001
H -3.4514 5.0527 -2.0022 0.03 0.03 0.03 0.000
Se -0.3613 4.0456 1.2151 -0.03 -1.43 -1.02 0.000
H 1.3883 5.6407 1.8737 -0.09 0.01 -0.02 0.000
H 1.9509 4.0073 2.1732 0.11 0.10 0.01 0.000
C -4.5220 2.8027 3.1052 -0.03 0.05 -0.06 0.000
H 6.5379 -9.2373 5.6612 -0.03 0.04 0.01 0.000
C -1.3643 3.2816 -3.9530 -0.05 -0.08 0.03 0.000
H -2.5186 3.5741 -0.3293 0.05 0.09 -0.03 0.000
C 0.9535 -1.2597 0.8397 0.23 -0.30 -0.25 0.000
C 1.5387 5.0117 -1.0890 -0.04 -0.01 0.23 0.000
H 0.5038 2.2488 -5.2128 0.04 -0.05 -0.04 0.000
H 0.8917 -0.0472 -5.6459 -0.07 0.06 0.06 0.000
C 2.2351 -2.1993 3.1499 0.08 -0.39 -0.35 0.000
H -2.8351 1.5129 3.7298 0.05 -0.09 -0.11 0.000
C 0.0808 1.3165 -3.4505 -0.33 0.09 0.35 0.002
H 0.9836 5.9451 -0.9392 0.00 -0.03 -0.10 0.000
H -8.0467 -3.7272 -4.3251 -0.02 -0.04 -0.03 0.000
H -5.9128 0.1643 -1.0497 -0.01 0.03 0.05 0.003
S -2.9771 1.4041 1.3285 -0.11 -0.22 0.19 0.002
H -0.1193 -0.9795 -2.2220 -0.01 -0.07 0.09 0.002
H 3.6818 3.2234 0.9585 0.05 0.04 -0.03 0.000
C -4.1299 -1.4477 -2.7028 0.18 0.15 0.15 0.066
C 5.6128 -6.8775 4.4208 0.12 -0.24 -0.10 0.000
N 2.9839 -4.0654 2.3030 0.08 -0.18 -0.09 0.000
H -5.2994 1.2322 1.0091 0.09 -0.10 -0.03 0.000
C 4.7790 -6.0224 3.7173 -0.16 0.25 0.02 0.000
H 4.1871 -3.7130 6.1034 0.00 0.02 0.04 0.000
H -4.4847 -3.3885 -5.4615 0.00 0.01 -0.01 -0.002
C 5.9377 -6.5945 5.7419 -0.16 0.21 -0.04 0.000
H -6.7718 -4.7702 -4.9802 -0.05 -0.02 -0.01 0.004
C 3.1694 3.4287 0.0217 -0.19 -0.16 0.15 0.000
Ir -0.2174 1.6224 0.0795 -0.88 0.87 1.01 0.001
N 0.1931 0.6506 2.0498 0.94 0.74 -0.17 0.000
C 5.4149 -5.4461 6.3466 0.06 -0.07 0.05 0.000
H 1.9728 -0.5576 5.2811 0.00 0.04 0.03 0.000
H 7.9064 -8.9597 6.7573 0.00 0.00 -0.02 0.000
H -2.0767 -3.1303 -4.7093 0.00 0.01 -0.05 0.001
C -4.7501 -2.8725 -4.5443 -0.02 -0.02 -0.02 -0.011
H 0.8163 4.2123 -1.2448 -0.03 0.06 0.01 0.000
C -2.7068 4.3227 -2.2943 -0.13 -0.09 -0.01 0.000
C -6.0527 -2.9709 -4.0667 0.06 0.04 0.01 0.070
H -0.5266 0.5104 -3.8704 0.11 -0.05 -0.10 0.002
H 6.0059 -7.7561 3.9280 -0.02 0.02 0.02 0.000
C 2.0865 2.6682 -4.0077 0.21 0.35 0.14 0.000
C -5.8373 -0.9128 -0.8914 -0.02 -0.03 -0.04 0.007
C 7.3057 -8.5214 5.9658 0.07 -0.15 -0.05 0.000
Se -2.9079 -0.2952 -1.8404 -0.27 -0.13 -0.24 0.668
C 3.3679 5.8552 0.3837 -0.11 0.03 -0.07 0.000
N 1.0489 1.7374 -4.5191 0.02 -0.08 0.02 0.000
O -3.1547 -0.0489 1.5372 0.06 -0.42 0.16 0.011
H 7.9481 -8.2942 5.1111 -0.02 0.04 0.01 0.000
C 1.5644 -3.2479 -0.3964 -0.09 0.08 -0.08 0.000
C -6.3639 -2.3405 -2.8667 -0.04 0.01 0.04 -0.008
H 5.6845 -5.2464 7.3749 -0.03 0.03 0.00 0.000
H 2.9151 5.8112 -2.2499 -0.05 0.05 -0.01 0.000
C 1.5373 -0.9573 3.2237 -0.12 -0.07 -0.18 0.000
O 6.7376 -7.3489 6.5173 0.05 -0.02 0.09 0.000
H -0.4544 2.2553 3.1378 0.14 0.08 -0.09 0.000
H -4.5946 2.2885 -0.2565 0.00 -0.11 -0.01 0.001
C -2.1705 3.4666 -1.3481 -0.20 -0.18 0.03 0.005
C -3.7795 -2.1360 -3.8860 0.03 -0.03 0.03 0.057
C -2.3943 -2.1125 -4.4780 -0.07 -0.04 0.04 0.006
H 3.1990 -4.8320 1.6915 0.02 -0.02 0.02 0.000
N 0.3871 -0.7248 -0.2610 -0.59 0.71 -0.11 0.004
H -2.3850 3.0543 2.9421 0.00 -0.02 0.08 0.000
O 2.3188 5.0573 -2.2823 0.21 0.18 0.06 0.000
Se 2.2527 1.7672 -0.4889 -1.10 -0.38 0.16 0.000
H 2.3848 0.8723 -5.9130 -0.01 0.09 0.04 0.000
C 1.4631 -0.2004 4.3967 -0.11 0.17 -0.09 0.000
O 4.0004 5.6776 1.6385 0.05 -0.08 0.05 0.000
H 4.5436 -6.2614 2.6866 0.04 -0.06 0.00 0.000
C 2.2363 -2.9567 1.9939 -0.07 0.43 0.45 0.000
H -7.2175 -3.2925 -5.8273 -0.05 -0.03 -0.01 0.004
C 1.5931 -2.5254 0.8028 -0.12 0.12 -0.16 0.001
H -5.1000 -1.0779 -0.1062 0.00 0.03 0.03 0.003
C 0.3763 -1.4325 -1.3750 -0.11 0.18 -0.23 0.007
C 1.6594 0.5568 -5.1667 0.12 -0.29 -0.20 0.000
H 3.9154 3.5488 -0.7643 -0.02 -0.03 -0.04 0.000
C 2.3601 4.7090 0.1707 0.16 0.20 -0.12 0.000
H 2.8255 6.8106 0.3525 0.00 -0.02 0.02 0.000
H -1.0650 3.2045 -4.9968 -0.11 0.02 -0.02 0.000
H -2.3890 -1.5415 -5.4098 0.05 0.02 0.02 0.002
H 1.6213 3.5191 -3.5158 -0.05 -0.14 -0.11 0.000
C 4.5901 -4.6033 5.6438 -0.03 -0.05 -0.16 0.000
C 0.8969 -0.4992 2.0599 0.05 -0.02 0.41 0.000